4 unconnected molecules or ions with the total composition CH9NO3 at a distorted geometry. Source: OMol25; level of theory: ωB97M-V/def2-TZVPD.

Calculated values
E (Ha): -323.8893
LUMO energy (spin up / spin down) (eV): 4.02 / 4.12
Kohn-Sham gap (spin up / spin down) (Eh): 0.1093 / 0.3533
Energy relative to the best compared isomer or geometry (same formula, charge and spin) (kJ/mol): 113.4
Charge: -1
Multiplicity: 2
Expectation value of S²: 0.752

Element x y z (Å)
C (1.0749, -0.6241, 1.6610)
N (1.4085, -1.4727, 0.7330)
H (0.5917, 0.3570, 1.4132)
H (1.2656, -0.9921, 2.7611)
H (2.0686, -2.2716, 1.1258)
H (1.1973, -0.2782, -1.0609)
H (2.3178, 0.6669, -1.6011)
O (1.3484, 0.5335, -1.6413)
H (-2.4186, 0.2768, -0.6818)
H (-2.7765, -1.1034, -1.2183)
O (-3.0160, -0.2134, -1.3199)
H (-1.6428, 2.1250, 0.0963)
H (-0.4253, 1.5712, -0.5331)
O (-0.9936, 1.4251, 0.2660)

=====

A single C4H8O2 molecule at a distorted geometry. Source: OMol25; level of theory: ωB97M-V/def2-TZVPD.

Calculated values
SMILES: O[C@H]1CCOC1
E (Ha): -307.6376
LUMO energy (eV): 1.00
Kohn-Sham gap (Eh): 0.3889
Energy relative to the best compared isomer or geometry (same formula, charge and spin) (kJ/mol): 196.4
Charge: 0
Multiplicity: 1

Element x y z (Å)
O (0.8585, 1.6446, -0.7456)
C (-0.0089, 0.5360, -0.8745)
C (0.9636, -0.6063, -0.2578)
C (0.0856, -1.1845, 0.8302)
O (-0.7787, -0.1301, 1.2480)
C (-1.2268, 0.5393, 0.0926)
H (0.8365, 1.8583, 0.1873)
H (-0.4601, 0.6954, -1.8997)
H (1.8748, -0.1705, 0.2408)
H (1.3647, -1.2955, -0.9966)
H (0.6082, -1.5017, 1.7359)
H (-0.4649, -2.0170, 0.3835)
H (-2.1471, 0.0675, -0.3171)
H (-1.5054, 1.5645, 0.3729)

=====

A molecular structure, C29H29Br2N4O6STl. Source: OMol25; level of theory: ωB97M-V/def2-TZVPD.

Calculated values
E (Ha): -7511.7801
LUMO energy (eV): 3.61
Kohn-Sham gap (Eh): 0.2495
Energy relative to the best compared isomer or geometry (same formula, charge and spin) (kJ/mol): 65.1
Charge: -2
Multiplicity: 1

Element x y z (Å)
Tl (0.1401, -0.4185, 0.4309)
O (-3.4765, 5.2824, -2.8744)
C (-4.0867, 4.4112, -2.2151)
O (-5.3096, 4.2210, -2.0755)
C (-3.1698, 3.4065, -1.4787)
C (-1.8385, 3.7280, -1.2335)
C (-1.0313, 2.8069, -0.5959)
N (-1.4536, 1.5933, -0.2248)
C (-2.7306, 1.2710, -0.4550)
C (-3.6158, 2.1620, -1.0548)
C (-3.1879, -0.1446, -0.0668)
O (-4.3971, -0.3169, 0.0948)
O (-2.2663, -1.0216, 0.0140)
H (-1.4565, 4.6845, -1.5639)
H (0.0111, 3.0325, -0.3842)
H (-4.6489, 1.8772, -1.1923)
Br (0.8489, -4.0861, 5.0398)
C (0.4804, -2.2250, 5.1528)
C (0.2807, -1.6649, 6.4150)
C (0.0465, -0.3254, 6.5420)
Br (-0.1681, 0.3953, 8.3000)
C (-0.0277, 0.5114, 5.4052)
C (-0.2848, 1.9004, 5.4512)
C (-0.3690, 2.6188, 4.2957)
C (-0.2062, 1.9508, 3.0695)
N (0.0497, 0.6703, 2.9898)
C (0.1579, -0.0707, 4.1218)
C (0.4913, -1.4886, 3.9559)
O (0.7754, -1.9828, 2.8196)
H (0.3291, -2.2947, 7.2923)
H (-0.4200, 2.3789, 6.4117)
H (-0.5814, 3.6796, 4.3091)
H (-0.3167, 2.4810, 2.1282)
N (3.1375, -0.8079, 2.4457)
C (4.0343, -0.0718, 2.4452)
H (2.2406, -1.3638, 2.5377)
C (4.4143, 4.3087, -3.1806)
C (3.6543, 3.2805, -2.3872)
C (3.7154, 3.2428, -1.0002)
C (2.9648, 2.2990, -0.3136)
N (2.1819, 1.4143, -0.9231)
C (2.1335, 1.4343, -2.2530)
C (2.8448, 2.3435, -3.0188)
H (5.2024, 4.7654, -2.5824)
H (3.7407, 5.1017, -3.5134)
H (4.8631, 3.8640, -4.0697)
H (4.3418, 3.9410, -0.4568)
H (2.9952, 2.2441, 0.7702)
H (1.5031, 0.6808, -2.7171)
H (2.7639, 2.3246, -4.0996)
C (-3.4331, -2.2831, -3.0015)
C (-2.6493, -3.5746, -3.2391)
C (-1.1764, -3.3424, -3.5623)
S (-0.2616, -2.3697, -2.3281)
O (1.1387, -2.3072, -2.8746)
C (-0.3206, -3.6138, -0.9789)
C (1.0653, -3.8864, -0.3991)
C (1.8340, -4.9388, -1.1952)
H (-4.4997, -2.4864, -2.8978)
H (-3.2997, -1.5876, -3.8347)
H (-3.1093, -1.7879, -2.0839)
H (-3.0873, -4.1310, -4.0733)
H (-2.7346, -4.2172, -2.3582)
H (-1.0637, -2.7526, -4.4750)
H (-0.6107, -4.2710, -3.6729)
H (-0.7690, -4.5342, -1.3593)
H (-0.9961, -3.1693, -0.2428)
H (0.9442, -4.1996, 0.6396)
H (1.6444, -2.9623, -0.3841)
H (1.2933, -5.8910, -1.2074)
H (2.8179, -5.1169, -0.7561)
H (1.9732, -4.6014, -2.2229)

=====

A molecular structure, C10H18N at a distorted geometry. Source: OMol25; level of theory: ωB97M-V/def2-TZVPD.

Calculated values
E (Ha): -446.1174
LUMO energy (spin up / spin down) (eV): -4.94 / -4.94
Kohn-Sham gap (spin up / spin down) (Eh): 0.2905 / 0.2905
Energy relative to the best compared isomer or geometry (same formula, charge and spin) (kJ/mol): 604.8
Charge: +1
Multiplicity: 1

Element x y z (Å)
C (-0.1429, -2.1104, -0.2390)
C (0.5553, 2.6910, 0.2841)
C (0.2279, -0.8459, -0.9109)
C (0.2256, 1.4465, 0.5543)
C (-1.1461, 1.0661, -1.8822)
C (-2.0266, 0.3391, -0.8184)
C (-0.5210, 0.2565, -0.9169)
C (1.4356, -0.8612, -1.8014)
C (1.6255, 0.1997, 1.8870)
C (-0.7028, 0.2956, 2.6075)
N (0.3019, 0.8531, 1.7223)
H (-0.8343, -2.6142, -0.9411)
H (-0.8152, -1.8418, 0.6922)
H (0.7736, 3.5147, 1.0881)
H (0.9311, 3.0622, -0.5719)
H (-1.3328, 0.7326, -2.9566)
H (-1.1273, 2.0764, -1.6253)
H (-2.4107, 1.0720, -0.1841)
H (-2.6013, -0.5762, -1.1329)
H (2.3370, -1.5121, -1.5278)
H (1.2393, -1.1069, -2.9110)
H (1.7888, 0.2316, -1.9675)
H (2.4358, 0.9035, 1.7241)
H (1.7276, -0.1782, 2.9378)
H (1.6844, -0.7757, 1.2768)
H (-1.7279, 0.6459, 2.3705)
H (-0.4696, -0.7081, 2.6471)
H (-0.5077, 0.6241, 3.6323)
H (0.5563, -2.7112, 0.1830)

=====

2 unconnected molecules or ions with the total composition C9H14O at a distorted geometry. Source: OMol25; level of theory: ωB97M-V/def2-TZVPD.

Calculated values
SMILES: Cc1ccc(O)cc1.CC
E (Ha): -426.5442
LUMO energy (eV): 0.90
Kohn-Sham gap (Eh): 0.3346
Energy relative to the best compared isomer or geometry (same formula, charge and spin) (kJ/mol): 75.1
Charge: 0
Multiplicity: 1

Element x y z (Å)
C (2.4212, -2.2003, -2.0239)
C (1.3177, 0.4854, 0.4232)
C (1.9890, -0.6192, -0.0963)
C (0.4405, 1.1961, -0.4092)
C (1.7870, -0.9791, -1.4299)
C (0.2709, 0.9001, -1.7643)
C (0.9140, -0.2409, -2.2251)
O (-0.3981, 2.1191, 0.1249)
H (1.5450, 0.8227, 1.4241)
H (2.7580, -1.0112, 0.5565)
H (-0.4574, 2.2143, 1.0564)
H (-0.4722, 1.5213, -2.2469)
H (1.6797, -2.9959, -2.1574)
H (3.1773, -2.6663, -1.3930)
H (0.6723, -0.5523, -3.2376)
H (2.7257, -2.0646, -3.0665)
C (-3.0726, 1.0629, 2.0826)
C (-2.0243, -0.0580, 1.9607)
H (-2.9064, 1.9760, 1.5192)
H (-4.0402, 0.5969, 1.9064)
H (-3.0953, 1.4907, 3.1019)
H (-1.7551, -0.4982, 2.9162)
H (-2.4084, -0.8536, 1.3256)
H (-1.0685, 0.3541, 1.6524)

=====

2 unconnected molecules or ions with the total composition C3H7N2OP at a distorted geometry. Source: OMol25; level of theory: ωB97M-V/def2-TZVPD.

Calculated values
E (Ha): -644.4725
LUMO energy (spin up / spin down) (eV): -0.81 / -1.25
Kohn-Sham gap (spin up / spin down) (Eh): 0.2495 / 0.2064
Energy relative to the best compared isomer or geometry (same formula, charge and spin) (kJ/mol): 253.6
Charge: 0
Multiplicity: 1

Element x y z (Å)
C (0.1709, 0.9512, 2.1509)
C (1.3428, 0.3820, 2.8468)
C (-0.0598, 0.1344, -2.1411)
N (0.6256, -0.5353, 2.3935)
N (-1.2273, -1.0524, -0.1046)
O (0.2698, 1.4854, 0.9942)
P (-1.4117, 0.3707, -0.9186)
H (-0.6725, 1.2223, 2.8027)
H (2.2705, 0.5697, 3.3374)
H (0.8947, 0.1879, -1.6227)
H (-0.1724, -0.8396, -2.6211)
H (-0.0992, 0.9136, -2.8984)
H (-1.7395, -1.1670, 0.7574)
H (-0.3120, -1.4795, -0.0369)

=====

18 unconnected molecules or ions with the total composition H35O18 at a distorted geometry. Source: OMol25; level of theory: ωB97M-V/def2-TZVPD.

Calculated values
E (Ha): -1375.3092
LUMO energy (eV): 2.24
Kohn-Sham gap (Eh): 0.3613
Energy relative to the best compared isomer or geometry (same formula, charge and spin) (kJ/mol): 176.3
Charge: -1
Multiplicity: 1

Element x y z (Å)
O (0.3352, -1.5375, -3.0392)
H (-1.7537, 3.7844, -3.5864)
H (-3.4054, 1.5047, -3.4644)
O (2.4727, -1.0791, 1.8355)
H (1.1949, 0.7361, -2.9677)
O (-2.2027, -4.9716, 2.6482)
H (-1.8518, -4.8651, 1.7643)
H (-1.7373, -4.4240, 3.2857)
O (-1.9108, -1.6744, 3.6080)
H (1.2092, 0.0723, -0.2073)
H (-2.3730, -0.8427, 3.7792)
O (0.3879, -2.3280, 3.1795)
H (1.3317, -2.1875, 3.0542)
H (1.1383, -2.0670, -3.0591)
O (4.9865, -0.4435, 2.7689)
H (-0.5523, 4.3174, -0.2651)
H (4.9485, -1.3847, 2.9294)
O (-1.0546, 4.0198, -2.9705)
H (-0.8732, 0.9925, -1.5696)
H (-0.9495, 3.2583, -2.4019)
O (-0.9968, 4.5520, 0.5910)
H (2.3923, -0.2189, 2.2568)
H (-0.5059, 1.7301, -2.9003)
O (-2.5760, -1.0891, -3.2737)
H (-2.0417, -1.8086, -2.9199)
H (-2.1767, -0.2639, -2.9297)
O (1.1231, -2.5706, -0.9656)
H (0.9345, -2.6130, -0.0148)
H (1.9789, -2.0668, -0.9915)
O (-1.2123, 1.1878, -2.5354)
H (-5.2425, 3.0168, 1.6457)
H (-1.1547, 3.5956, 0.6778)
O (-4.7765, 2.8879, 2.4886)
H (-5.2751, 2.0560, 2.6031)
H (-1.2467, -1.6273, 4.3053)
O (1.4373, 1.5382, -2.4561)
H (2.4454, -0.9263, 0.8378)
H (4.8972, -0.1736, 1.8475)
O (-4.2262, 1.0073, -3.3297)
H (0.0238, -1.7733, 2.4509)
H (-3.8448, 0.0939, -3.2826)
O (0.1177, -0.0972, -0.1127)
H (0.3084, -1.3811, -2.0625)
H (0.2207, -0.8470, -0.6905)
O (5.2955, -0.7779, -0.9964)
H (2.2316, 1.2973, -1.9534)
H (5.5427, -1.5641, -1.4969)
O (-0.8951, 1.9686, 3.5897)
H (-1.2624, 2.8317, 3.3617)
H (-0.3931, 1.7599, 2.7915)
O (2.4875, -0.2498, -0.6888)
H (2.6637, 0.2146, 0.1384)
H (4.3856, -0.5697, -1.3069)

=====

A single C5H7N molecule at a distorted geometry. Source: OMol25; level of theory: ωB97M-V/def2-TZVPD.

Calculated values
SMILES: Cc1cc[nH]c1
E (Ha): -249.3575
LUMO energy (eV): 1.00
Kohn-Sham gap (Eh): 0.3346
Energy relative to the best compared isomer or geometry (same formula, charge and spin) (kJ/mol): 303.9
Charge: 0
Multiplicity: 1

Element x y z (Å)
C (-1.6516, -0.9779, -0.1288)
C (-0.4539, -0.1691, -0.3714)
C (-0.2090, 0.5117, 0.8299)
N (1.1270, 0.8174, 0.8524)
C (1.6494, 0.5219, -0.3685)
C (0.6880, -0.0339, -1.1895)
H (-1.5721, -0.4659, 1.0462)
H (-2.3612, -1.1501, -0.9762)
H (-1.4478, -1.9361, 0.3387)
H (-0.9160, 1.2807, 1.1360)
H (1.5857, 1.3342, 1.5809)
H (2.7005, 0.6576, -0.5525)
H (0.8610, -0.3905, -2.1972)

=====

2 unconnected molecules or ions with the total composition C7H10Cl2NO3 at a distorted geometry. Source: OMol25; level of theory: ωB97M-V/def2-TZVPD.

Calculated values
E (Ha): -1473.4993
LUMO energy (spin up / spin down) (eV): 3.05 / 3.04
Kohn-Sham gap (spin up / spin down) (Eh): 0.2750 / 0.2983
Charge: -1
Multiplicity: 1

Element x y z (Å)
C (1.3678, 0.0034, 0.1050)
C (0.8782, 1.0934, 0.7126)
C (-2.5984, 0.4298, 1.8672)
C (2.5034, 0.0815, -0.9841)
C (0.7371, -1.2915, 0.4492)
C (-3.5815, -0.2114, -0.4546)
C (-3.2878, 0.8741, 0.5298)
N (-3.4557, 2.5483, -1.0492)
O (-2.1237, -0.7203, 1.8253)
O (-2.3939, 1.2607, 2.7657)
O (-2.9620, 2.0659, 0.1410)
Cl (1.3883, 2.7367, 0.4245)
Cl (-5.2385, -0.7674, -0.5878)
H (2.2894, 0.9332, -1.7264)
H (2.4739, -0.9803, -1.3852)
H (3.4772, 0.3630, -0.6972)
H (0.1118, -1.6303, -0.4480)
H (0.1030, -1.2319, 1.3328)
H (1.5610, -2.0141, 0.6429)
H (-3.0478, -1.1732, -0.1001)
H (-3.2367, 0.1082, -1.4822)
H (0.0790, 1.1029, 1.4240)
H (-2.9902, 3.5133, -1.0096)

=====

A molecular structure, C3H7N3O at a distorted geometry. Source: OMol25; level of theory: ωB97M-V/def2-TZVPD.

Calculated values
E (Ha): -357.8021
LUMO energy (eV): 0.76
Kohn-Sham gap (Eh): 0.3573
Energy relative to the best compared isomer or geometry (same formula, charge and spin) (kJ/mol): 650.5
Charge: 0
Multiplicity: 1

Element x y z (Å)
C (1.4430, -1.7728, 1.0845)
C (-0.2778, -0.2297, 0.2365)
C (-1.3582, 1.6549, -0.3576)
H (1.6976, -2.9684, 1.3819)
H (2.0524, -1.8020, 0.1244)
H (1.8348, -0.9744, 1.8489)
H (-0.6587, -2.3177, 1.2364)
H (0.5389, 0.0215, -0.4097)
H (-1.3223, 2.8728, 0.2560)
H (-0.5890, 2.5746, -3.0366)
N (0.0349, -1.5088, 0.7408)
N (-1.2548, 0.5448, 0.6546)
N (-1.2250, 1.2197, -1.6470)
O (-0.9157, 2.6855, -2.1130)

=====

2 unconnected molecules or ions with the total composition C3H6O3 at a distorted geometry. Source: OMol25; level of theory: ωB97M-V/def2-TZVPD.

Calculated values
SMILES: O=C=O.CCO
E (Ha): -343.5877
LUMO energy (eV): -0.38
Kohn-Sham gap (Eh): 0.3770
Energy relative to the best compared isomer or geometry (same formula, charge and spin) (kJ/mol): 175.5
Charge: 0
Multiplicity: 1

Element x y z (Å)
C (-1.4419, 0.7055, -0.1351)
C (-0.6077, -0.4933, 0.2477)
O (-0.0727, -0.4629, 1.4767)
H (-1.0708, -1.4577, 0.0127)
H (-0.8809, 1.6243, 0.0323)
H (-2.3385, 0.7287, 0.4881)
H (-1.7437, 0.6496, -1.1793)
C (2.0479, -0.2761, -0.6081)
O (2.3021, -0.1492, 0.5644)
O (2.4036, -0.1359, -1.7169)
H (0.9656, -0.2644, 1.3583)
H (0.4370, -0.4686, -0.5409)

=====

A molecular structure, C29H28AsGeN3O5RuS4Se. Source: OMol25; level of theory: ωB97M-V/def2-TZVPD.

Calculated values
E (Ha): -10064.3309
LUMO energy (spin up / spin down) (eV): -0.45 / -0.38
Kohn-Sham gap (spin up / spin down) (Eh): 0.1897 / 0.1920
Energy relative to the best compared isomer or geometry (same formula, charge and spin) (kJ/mol): 79.2
Charge: -1
Multiplicity: 2
Expectation value of S²: 0.790

Element x y z (Å)
Ru (-0.6807, 0.7773, 1.5772)
O (1.9964, 0.4195, 7.9847)
C (1.0143, -0.2502, 7.6310)
O (0.3074, -1.0842, 8.2219)
C (0.5995, -0.0187, 6.1613)
C (-0.7373, -0.1013, 5.7824)
C (-1.0948, 0.0984, 4.4699)
N (-0.1577, 0.3439, 3.5329)
C (1.1403, 0.4141, 3.8757)
C (1.5458, 0.2615, 5.1763)
C (2.0821, 0.6146, 2.7270)
O (3.2755, 0.6308, 2.8973)
O (1.4706, 0.7202, 1.5619)
H (-1.4833, -0.3437, 6.5251)
H (-2.1166, 0.0695, 4.1339)
H (2.5921, 0.3558, 5.4297)
S (-3.3404, 3.0953, 4.1450)
As (-3.0600, 2.9940, 2.0912)
S (-2.8501, 0.7975, 1.4807)
S (-0.7849, 2.9080, 1.7278)
S (-4.2292, 4.2556, 0.9456)
C (-3.1174, -2.4064, -0.4195)
N (-1.7343, -2.6712, -0.7917)
C (-0.6394, -2.4656, -0.0321)
Se (-0.5540, -1.7958, 1.7015)
N (0.4428, -2.8102, -0.7380)
C (0.0601, -3.2024, -2.0130)
C (0.7889, -3.5846, -3.1275)
C (0.0715, -3.9001, -4.2675)
C (-1.3296, -3.8356, -4.2937)
C (-2.0547, -3.4460, -3.1808)
C (-1.3284, -3.1270, -2.0444)
H (-3.1392, -2.1146, 0.6263)
H (-3.7139, -3.3055, -0.5649)
H (-3.5094, -1.5930, -1.0281)
H (1.3732, -2.4484, -0.4364)
H (1.8693, -3.6265, -3.1066)
H (0.6025, -4.1990, -5.1609)
H (-1.8531, -4.0902, -5.2052)
H (-3.1342, -3.3774, -3.1994)
Ge (-0.2991, 0.7860, -0.9727)
C (-1.9398, 1.0908, -1.9614)
C (-2.7753, 2.1840, -1.7250)
C (-3.9467, 2.3445, -2.4512)
C (-4.2941, 1.4144, -3.4254)
C (-3.4670, 0.3279, -3.6757)
C (-2.2931, 0.1657, -2.9460)
C (1.0794, 2.1003, -1.3614)
C (2.3128, 1.6486, -1.8297)
C (3.3152, 2.5550, -2.1642)
C (3.0918, 3.9165, -2.0354)
C (1.8637, 4.3760, -1.5763)
C (0.8653, 3.4732, -1.2414)
H (0.2505, -0.5486, -1.4862)
H (-2.5450, 2.9100, -0.9527)
H (-4.5907, 3.1862, -2.2341)
H (-5.2127, 1.5359, -3.9856)
H (-3.7323, -0.3954, -4.4380)
H (-1.6498, -0.6847, -3.1530)
H (2.5020, 0.5854, -1.9141)
H (4.2742, 2.1941, -2.5158)
H (3.8741, 4.6214, -2.2865)
H (1.6847, 5.4385, -1.4707)
H (-0.0835, 3.8524, -0.8768)
C (4.8218, -0.3046, 0.1715)
C (3.9697, -1.5545, 0.1881)
O (2.5856, -1.2886, -0.0540)
H (5.8694, -0.5746, 0.3198)
H (4.5209, 0.3726, 0.9694)
H (4.7310, 0.2074, -0.7873)
H (4.0783, -2.0839, 1.1383)
H (4.2808, -2.2323, -0.6091)
H (2.2683, -0.5778, 0.5460)